Version i
Here is the molecule C10H19N3O4 from the Open Molecules 2025 dataset. Energies are from ωB97M-V with the def2-TZVPD basis set.

As for the SMILES: CC[C@H](C)[C@H](NC(=O)[C@@H](N)CC(N)=O)C(=O)O. Its charge is 0.

Each line ends with the Mulliken charge.
Element x y z (Å)
C  4.447  -0.971  -0.697  -1.389
C  2.984  -0.571  -0.883  -0.481
C  2.299  -0.129  0.413  0.484
C  1.979  -1.334  1.322  -1.526
C  1.026  0.698  0.172  -0.395
N  0.093  0.011  -0.712  0.046
C  -1.203  -0.346  -0.500  0.283
O  -1.786  -1.080  -1.287  -0.720
C  -1.911  0.221  0.733  0.061
N  -1.900  1.677  0.685  -0.606
C  -3.321  -0.403  0.846  -0.843
C  -4.247  0.074  -0.258  0.467
N  -4.735  -0.895  -1.087  -0.437
O  -4.553  1.252  -0.368  -0.661
C  1.360  2.115  -0.382  0.310
O  2.469  2.475  -0.645  -0.556
O  0.291  2.904  -0.512  -0.576
H  4.572  -1.780  0.032  0.299
H  4.924  -1.278  -1.644  0.376
H  5.041  -0.109  -0.313  0.330
H  2.439  -1.434  -1.307  0.302
H  2.944  0.266  -1.614  0.418
H  3.008  0.529  0.964  0.341
H  1.268  -1.983  0.857  0.310
H  2.882  -1.948  1.514  0.408
H  1.550  -0.986  2.290  0.349
H  0.533  0.833  1.135  0.376
H  0.501  -0.400  -1.550  0.267
H  -1.320  -0.070  1.590  0.424
H  -2.016  2.041  1.656  0.259
H  -2.721  1.988  0.165  0.313
H  -3.749  -0.051  1.802  0.463
H  -3.225  -1.500  0.884  0.309
H  -5.232  -0.584  -1.890  0.249
H  -4.146  -1.681  -1.237  0.260
H  -0.545  2.452  -0.174  0.486


Version ii
Here is a structure of composition C10H19N3O4 from the Open Molecules 2025 dataset. Energies are from ωB97M-V with the def2-TZVPD basis set.

Its charge is 0.

Each line ends with the Mulliken charge.
Element x y z (Å)
C  0.522  0.936  -1.067  0.431
C  0.344  -0.027  0.041  -0.284
C  0.664  2.270  -0.548  -0.578
C  0.896  3.247  -1.727  -1.160
C  1.671  2.828  -2.916  0.541
C  -0.346  -1.986  0.960  0.291
C  -0.739  -3.297  0.134  0.353
C  -1.360  -1.775  2.176  0.045
C  -1.532  -2.732  3.384  -1.275
C  -1.238  -0.167  2.475  -0.952
H  -1.260  1.231  -2.217  0.321
H  0.113  1.336  -3.082  0.438
H  1.625  0.569  -1.468  0.069
H  -0.182  2.471  -0.018  0.409
H  1.465  2.348  0.123  0.483
H  -0.036  3.238  -2.140  0.479
H  1.239  4.157  -1.162  0.461
H  3.481  3.212  -3.943  0.293
H  3.517  3.602  -2.203  0.260
H  -0.773  -1.442  -1.102  0.500
H  0.834  -2.086  1.260  0.245
H  -2.508  -2.010  1.876  0.206
H  -2.337  -2.492  4.127  0.398
H  -1.450  -3.822  3.283  0.290
H  -0.739  -2.558  4.320  0.268
H  -0.423  0.426  1.424  0.455
H  -0.553  -0.505  3.421  0.083
H  -2.601  0.497  2.745  0.172
H  -0.429  -5.041  -0.067  0.437
N  -0.354  0.585  -2.336  -0.737
N  2.917  3.136  -3.018  -0.393
N  -0.593  -0.880  0.027  -0.368
O  0.811  0.315  1.081  -0.421
O  1.105  2.120  -3.794  -0.708
O  -1.359  -3.302  -0.900  -0.587
O  -0.390  -4.400  0.854  -0.465


Of them, version i has the highest stability.


Version i
Here is the molecule C5H12S from the Open Molecules 2025 dataset. Energies are from ωB97M-V with the def2-TZVPD basis set.

As for the SMILES: C=S(=C)(C)CC. Its charge is 0.

Each line ends with the Mulliken charge.
Element x y z (Å)
C  -0.477  0.267  -1.941  -0.916
S  0.118  -0.585  -0.568  0.533
C  1.928  -0.328  -0.050  -0.873
C  -0.959  -2.017  0.435  -0.956
C  -0.313  0.659  0.706  -0.669
C  0.150  2.033  0.371  -0.969
H  -1.465  0.699  -1.678  0.254
H  -0.547  -0.324  -2.815  0.347
H  2.503  -0.635  -0.932  0.281
H  2.134  -0.991  0.804  0.219
H  -1.003  -2.993  -0.157  0.308
H  -0.464  -2.254  1.416  0.306
H  -1.951  -1.648  0.667  0.326
H  -1.332  0.591  1.148  0.441
H  0.309  0.250  1.516  0.378
H  -0.374  2.732  -0.255  0.368
H  0.502  2.617  1.309  0.318
H  1.240  1.926  0.025  0.303


Version ii
Here is the molecule C5H12S from the Open Molecules 2025 dataset. Energies are from ωB97M-V with the def2-TZVPD basis set.

As for the SMILES: CCCCSC. Its charge is 0.

Each line ends with the Mulliken charge.
Element x y z (Å)
C  -2.012  0.994  1.341  -1.049
C  -0.602  1.536  0.891  -0.443
C  -0.298  0.998  -0.595  -0.698
C  0.808  -0.013  -0.684  -0.633
S  0.394  -1.597  0.137  -0.070
C  1.651  -2.615  -0.640  -0.812
H  -2.441  1.685  2.058  0.341
H  -2.541  0.956  0.392  0.318
H  -1.894  0.012  1.737  0.264
H  0.155  1.167  1.614  0.338
H  -0.606  2.596  0.730  0.336
H  -0.051  1.775  -1.426  0.328
H  -1.253  0.529  -1.031  0.270
H  0.938  -0.019  -1.869  0.306
H  1.723  0.371  -0.231  0.380
H  2.566  -1.985  -0.629  0.242
H  1.493  -2.829  -1.699  0.282
H  1.969  -3.562  -0.096  0.299


Of them, version ii has the highest stability.


Version i
Here is a cluster of 2 separate species, CH4N2O3P in total from the Open Molecules 2025 dataset. Energies are from ωB97M-V with the def2-TZVPD basis set.

Its charge is -1.

Each line ends with the Mulliken charge.
Element x y z (Å)
C  -1.941  0.601  0.150  -0.436
N  -1.915  -0.639  -0.347  -0.220
N  -0.669  1.155  0.162  -0.097
O  1.861  -1.097  1.342  -0.611
O  1.829  -0.992  -1.304  -0.618
O  2.670  0.915  0.167  -0.629
P  2.115  -0.420  0.046  0.886
H  -1.010  -1.217  -0.357  0.205
H  -2.773  -1.238  -0.301  0.253
H  0.337  0.736  0.177  0.055
H  -0.504  2.195  0.266  0.210


Version ii
Here is a cluster of 2 separate species, CH4N2O3P in total from the Open Molecules 2025 dataset. Energies are from ωB97M-V with the def2-TZVPD basis set.

Its charge is -1.

Each line ends with the Mulliken charge.
Element x y z (Å)
C  -0.025  0.513  0.121  0.514
N  1.395  -1.241  -0.213  -0.800
N  0.699  1.689  -0.157  -0.584
O  -1.855  -1.563  0.074  -0.708
O  -0.756  0.574  1.287  -0.455
O  -2.637  0.753  -0.630  -0.696
P  -1.615  -0.113  -0.093  0.742
H  1.371  -1.803  0.664  0.171
H  0.821  -1.988  -0.881  0.196
H  1.412  1.321  -0.855  0.379
H  1.189  1.859  0.683  0.241


Of them, version i has the highest stability.


Version i
Here is a structure of composition C2H3CoO from the Open Molecules 2025 dataset. Energies are from ωB97M-V with the def2-TZVPD basis set.

The spin multiplicity is 4. Its charge is +1. Its expectation value of S² is 3.817.

Each line ends with the Mulliken charge.
Element x y z (Å)
O  -0.592  0.624  0.300  -0.077
C  0.064  1.500  -0.488  -0.025
Co  1.879  0.643  0.293  0.498
H  -1.557  0.531  0.190  0.412
C  0.262  -0.723  -0.021  -0.542
H  0.094  -1.169  -1.008  0.360
H  -0.149  -1.406  0.734  0.375


Version ii
Here is a structure of composition C2H3CoO from the Open Molecules 2025 dataset. Energies are from ωB97M-V with the def2-TZVPD basis set.

The spin multiplicity is 4. Its charge is +1. Its expectation value of S² is 3.775.

Each line ends with the Mulliken charge.
Element x y z (Å)
O  0.665  -0.539  1.217  -0.405
C  -0.208  -0.562  0.155  0.583
Co  -2.103  -1.070  0.338  0.512
H  1.562  -0.359  0.926  0.335
C  -0.036  0.557  -0.628  -0.467
H  -0.681  0.718  -1.494  0.219
H  0.801  1.255  -0.513  0.222


Of them, version ii has the highest stability.